Record 1
DFT (wB97M-V/def2-TZVPD) results for a structure of composition C34H37N4PSeV.

Last column: Mulliken charge in e.
Element x y z (Å)
Se1 2.1666 1.5143 -0.3393  0.058
V1 0.3101 0.1526 -0.3541  -0.056
P1 -1.6644 1.6888 -0.3656  1.803
N1 0.3062 -0.3620 -2.4423  1.154
N2 -0.2034 -1.5591 -0.1739  1.756
N3 6.2059 -0.0081 1.4621  -0.539
N4 0.4924 -0.3081 1.9673  1.050
C1 -3.1541 3.0509 3.1907  -0.832
C2 1.4101 -3.8493 2.8979  -0.975
C3 0.2887 -2.4240 0.8406  -0.786
C4 1.2900 -2.4684 3.0127  -0.567
C5 -1.0608 -1.9474 -1.2517  -0.599
C6 5.3465 -0.8589 0.9025  -0.472
C7 -2.1676 3.9431 3.5843  -0.520
C8 3.8118 0.8686 0.3798  0.334
C9 -0.8370 -1.2775 -2.4513  0.409
C10 5.8745 1.2800 1.4633  -0.479
C11 -2.7192 -2.3926 -3.4091  -0.834
C12 1.5242 0.4178 2.7544  -1.523
C13 4.1353 -0.4797 0.3418  0.080
C14 0.9702 -4.5093 1.7565  -0.855
C15 -1.0595 4.1652 2.7739  -0.830
C16 -1.9194 2.5744 1.1838  0.324
C17 0.2061 0.6882 -3.4883  -1.458
C18 -3.1340 0.6628 -0.6332  -2.232
C19 -3.0336 2.3631 1.9896  0.019
C20 -2.9389 -3.0611 -2.2097  -0.937
C21 4.6862 1.7817 0.9397  -0.445
C22 -0.4985 3.5905 -2.0578  0.044
C23 -1.6672 -1.4932 -3.5373  -0.624
C24 -2.8956 3.3918 -2.1728  -0.790
C25 0.4053 -3.7980 0.7078  -0.669
C26 1.5597 -1.1433 -2.7036  -1.137
C27 -2.1143 -2.8375 -1.1166  -0.349
C28 -0.8050 -0.1006 2.6794  -1.411
C29 -1.6725 2.9618 -1.6517  0.629
C30 0.7327 -1.7540 1.9667  0.721
C31 -2.9338 4.4278 -3.0920  -0.779
C32 -1.7576 5.0486 -3.4919  -0.626
C33 -0.5406 4.6318 -2.9733  -0.864
C34 -0.9345 3.4823 1.5754  -0.290
H1 -0.7482 1.2024 -3.4153  0.579
H2 -3.8281 2.9373 -1.8673  0.356
H3 5.6363 -1.9035 0.9003  0.403
H4 -2.2645 4.4760 4.5206  0.429
H5 1.6343 -1.9721 3.9089  0.464
H6 -3.1737 -0.1359 0.1072  0.355
H7 1.4257 0.1832 3.8150  0.537
H8 -1.6198 -0.5262 2.0933  0.238
H9 -0.9670 0.9622 2.8277  0.440
H10 0.4616 3.2843 -1.6625  0.379
H11 3.4834 -1.2197 -0.1030  0.208
H12 -3.7635 -3.7551 -2.1217  0.483
H13 4.4721 2.8403 0.9757  0.420
H14 0.3759 5.1173 -3.2805  0.477
H15 -0.7651 -0.6022 3.6477  0.507
H16 -4.0370 1.2651 -0.5468  0.757
H17 -3.3701 -2.5735 -4.2532  0.460
H18 -3.8114 1.6665 1.7058  0.343
H19 1.4668 -1.6324 -3.6738  0.413
H20 -0.2999 4.8752 3.0723  0.463
H21 -0.0725 3.6682 0.9430  0.503
H22 -3.8841 4.7535 -3.4926  0.447
H23 2.4039 -0.4581 -2.7066  0.455
H24 0.0790 -4.3004 -0.1930  0.588
H25 1.0179 1.3957 -3.3357  0.246
H26 -4.0215 2.8917 3.8168  0.452
H27 -1.7918 5.8616 -4.2045  0.427
H28 1.8526 -4.4137 3.7068  0.471
H29 -3.0939 0.2174 -1.6274  0.403
H30 6.5899 1.9595 1.9118  0.388
H31 0.3097 0.2354 -4.4749  0.471
H32 1.6966 -1.8969 -1.9295  0.228
H33 1.3633 1.4861 2.6235  0.177
H34 -1.5078 -0.9792 -4.4742  0.460
H35 2.5172 0.1429 2.4156  0.596
H36 1.0772 -5.5821 1.6754  0.466
H37 -2.2922 -3.3372 -0.1734  0.607

Computed properties:
Spin multiplicity = 2
HOMO-LUMO gap (spin up / spin down) = 0.2201 / 0.2688 Eh
HOMO level (spin up / spin down) = -13.75 / -13.97 eV
Charge = +2
<S²> = 0.909


Record 2
DFT (wB97M-V/def2-TZVPD) results for a structure of composition C34H37N5O3RuS.

Last column: Mulliken charge in e.
Element x y z (Å)
Ru1 -0.3869 -0.0256 0.4367  -0.357
S1 -1.8737 0.1396 -1.2979  -0.239
O1 -0.1732 1.8959 0.4264  -0.378
O2 -0.6189 -2.4146 0.1136  0.135
O3 0.1627 -3.2465 0.4691  -0.101
N1 -2.3441 2.5663 -0.0880  0.186
N2 -4.1564 1.3825 -0.7693  0.278
N3 -0.0743 -0.2497 2.3786  0.314
N4 0.9288 0.0065 4.4615  0.278
N5 2.2233 -0.2470 2.5785  0.353
C1 2.6333 1.5170 5.3473  1.479
C2 -5.0007 2.5207 -0.3365  -0.480
C3 -1.6392 1.4673 3.1079  0.472
C4 -4.8294 0.2450 -1.4222  -0.918
C5 -2.3769 -0.8620 3.0119  1.288
C6 3.8512 -0.6487 0.8679  0.996
C7 1.9824 2.6692 4.6294  -0.932
C8 -2.8491 1.4582 -0.6239  0.367
C9 -1.6494 5.1896 0.5797  -0.369
C10 4.3606 0.6221 6.7883  -0.652
C11 0.6315 4.4489 0.8963  -0.254
C12 4.9284 -0.6568 1.9177  -1.572
C13 -1.1084 2.7865 0.2815  -0.075
C14 1.8391 -0.6894 -1.0987  -0.047
C15 2.0993 0.2281 5.2757  -0.856
C16 3.7785 1.6893 6.1168  -1.054
C17 -3.6468 -0.4185 3.3837  -0.620
C18 -3.9108 0.9200 3.6128  -0.874
C19 3.1579 -0.8817 -1.4501  -1.100
C20 -2.9000 1.8715 3.4873  -1.031
C21 4.1475 -0.8588 -0.4677  -0.766
C22 3.8094 -0.6473 6.7056  -0.755
C23 -5.0396 3.6481 -1.3561  -1.158
C24 -1.2658 6.4851 0.8753  -0.752
C25 -0.7019 4.1645 0.5908  0.674
C26 -2.1180 -2.3343 2.8461  -1.739
C27 0.0618 6.7649 1.1752  -0.434
C28 2.6705 -0.8468 5.9400  -0.140
C29 -4.9046 0.3791 -2.9360  -0.992
C30 -1.3772 0.1102 2.8562  -0.644
C31 1.5234 -0.4375 0.2371  0.333
C32 1.0085 -0.1565 3.1380  -0.284
C33 2.5067 -0.4361 1.2201  0.541
C34 1.0093 5.7482 1.1833  -0.899
H1 -5.9964 2.1144 -0.1708  0.431
H2 5.2476 0.7864 7.3854  0.443
H3 -3.0989 2.9164 3.6850  0.505
H4 -2.6422 -2.8922 3.6208  0.502
H5 -5.8255 0.1881 -0.9884  0.465
H6 -1.9990 7.2799 0.8679  0.454
H7 3.4217 -1.0583 -2.4838  0.464
H8 -5.3738 -0.5100 -3.3557  0.403
H9 4.2578 -1.4754 7.2368  0.432
H10 1.0675 -0.7139 -1.8613  0.484
H11 -2.4961 -2.6955 1.8880  0.270
H12 1.9454 2.5065 3.5478  0.090
H13 0.3609 7.7804 1.3984  0.424
H14 -4.6177 2.8729 0.6182  0.310
H15 2.2153 -1.8266 5.8616  0.499
H16 -2.6786 4.9604 0.3416  0.367
H17 -4.4336 -1.1504 3.5192  0.542
H18 -3.9108 0.4749 -3.3743  0.309
H19 -1.0585 -2.5746 2.9143  0.305
H20 -4.0374 4.0207 -1.5644  0.285
H21 1.3676 3.6567 0.8855  0.499
H22 3.0061 -0.2327 3.2201  -0.031
H23 2.0435 5.9745 1.4050  0.455
H24 -5.6376 4.4688 -0.9604  0.385
H25 4.2140 2.6772 6.1986  0.431
H26 4.7766 -1.4572 2.6474  0.389
H27 0.0078 0.0945 4.8656  0.291
H28 -0.8357 2.1866 2.9963  0.792
H29 0.9579 2.8205 4.9758  0.268
H30 4.9764 0.2939 2.4571  0.385
H31 5.1785 -1.0251 -0.7517  0.443
H32 -4.3061 -0.6680 -1.1407  0.454
H33 5.9018 -0.8171 1.4614  0.426
H34 2.5325 3.5909 4.8054  0.497
H35 -4.9048 1.2248 3.9133  0.502
H36 -5.4983 1.2417 -3.2324  0.285
H37 -5.4947 3.3285 -2.2918  0.323

Computed properties:
Spin multiplicity = 5
HOMO-LUMO gap (spin up / spin down) = 0.2827 / 0.2234 Eh
HOMO level (spin up / spin down) = -14.13 / -14.13 eV
Charge = +2
<S²> = 6.024


no.,electronic energy (Ha)
1,-5223.12091
2,-2309.77496